1.
{"formula": "C7H17B2NO5S2", "method": "ωB97M-V/def2-TZVPD", "e_tot_ev": -42282.39552, "multiplicity": 1, "total_charge": -2, "lumo_ev": 4.4, "orbital_gap_ev": 3.52, "molar_mass_g_mol": 281.0, "largest_force_ev_per_a": 0.4, "homo_ev": 0.86, "species": ["S", "S", "O", "O", "O", "O", "O", "N", "C", "C", "C", "C", "C", "C", "C", "B", "B", "H", "H", "H", "H", "H", "H", "H", "H", "H", "H", "H", "H", "H", "H", "H", "H", "H"], "xyz": [[-3.388497, -2.445491, 1.391618], [3.060716, 2.697538, 0.838692], [1.379945, 1.093817, -3.120977], [-3.232106, -2.985450, 2.776228], [-1.056234, -2.506768, -0.940544], [1.743231, 2.078178, 1.036095], [-0.702249, 0.265454, -3.028122], [0.839436, -3.027914, -2.423406], [0.490038, 0.377590, -2.580010], [3.596254, -0.807486, -0.800610], [2.393528, -0.640341, -0.926740], [-4.975961, -3.066730, 0.806434], [2.845615, 4.006767, -0.379657], [3.259403, 3.813853, 2.257469], [-3.910101, -0.738214, 1.564176], [0.179222, -2.052566, -1.481182], [0.815372, -0.499984, -1.185593], [-5.743499, -2.875559, 1.558363], [-0.914242, -3.203980, -0.292453], [4.151889, 4.430878, 2.129516], [4.643850, -0.962190, -0.694878], [3.367139, 3.189837, 3.143025], [-4.753117, -0.683609, 2.255167], [2.369024, 4.437056, 2.350892], [0.276620, 0.069501, -0.244129], [2.656527, 3.510443, -1.332074], [-3.058793, -0.183964, 1.953382], [0.713676, -2.600414, -3.342909], [1.985144, 4.616969, -0.102597], [3.753781, 4.610223, -0.438945], [1.841378, -2.913392, -2.268739], [-4.866101, -4.137672, 0.648263], [-5.223145, -2.581513, -0.137849], [-4.172105, -0.345594, 0.582075]], "atomic_forces_ev_per_a": [[0.19, -0.14, 0.02], [-0.06, -0.06, -0.01], [0.04, 0.15, 0.02], [-0.18, 0.00, 0.15], [-0.18, 0.07, 0.20], [-0.16, 0.04, 0.26], [0.17, -0.03, 0.01], [0.17, -0.23, 0.17], [-0.26, -0.12, -0.02], [-0.03, -0.08, 0.12], [-0.15, 0.09, -0.10], [-0.10, 0.06, -0.08], [0.02, -0.03, -0.16], [0.21, 0.16, -0.02], [0.00, 0.09, -0.05], [-0.08, 0.34, -0.11], [0.43, 0.09, 0.04], [0.04, 0.02, 0.02], [0.04, -0.17, -0.33], [0.00, 0.01, 0.03], [-0.04, 0.05, -0.01], [-0.01, -0.03, -0.01], [0.01, -0.05, 0.01], [-0.03, -0.03, -0.04], [0.03, -0.09, 0.01], [-0.06, -0.09, -0.01], [0.03, -0.02, -0.04], [-0.13, -0.12, 0.01], [-0.01, -0.04, 0.03], [0.02, -0.02, 0.00], [-0.03, 0.18, -0.10], [0.03, 0.00, 0.01], [0.02, -0.02, -0.01], [0.07, 0.01, -0.01]]}


2.
{"formula": "C2H2ClIO2", "method": "ωB97M-V/def2-TZVPD", "relative_energy_kcal_mol": 32.88, "e_tot_ev": -26822.20743, "multiplicity": 1, "total_charge": 0, "lumo_ev": [-1.5, -2.1], "orbital_gap_ev": [7.74, 7.26], "molar_mass_g_mol": 220.4, "largest_force_ev_per_a": 3.4, "homo_ev": [-9.28, -9.38], "species": ["I", "Cl", "O", "O", "C", "C", "H", "H"], "xyz": [[1.494722, -0.812202, 1.311083], [2.357283, 0.946645, -0.527458], [-0.305692, 0.700917, -2.328924], [-0.690189, 1.529729, -0.246791], [-0.526108, 1.135707, -1.310302], [-0.389442, -1.241361, 1.096112], [-0.876842, -1.532745, 0.135357], [-1.063731, -0.726689, 1.870923]], "atomic_forces_ev_per_a": [[0.28, -0.16, -0.73], [0.16, -0.10, 0.44], [0.21, -1.17, -3.20], [-0.82, 0.82, 1.53], [0.31, 0.47, 1.58], [-2.05, 1.07, 0.92], [0.87, -0.11, 0.96], [1.04, -0.82, -1.49]]}


3.
{"formula": "C30H50BeBrN3P2S", "method": "ωB97M-V/def2-TZVPD", "relative_energy_kcal_mol": 74.04, "e_tot_ev": -136228.75729, "multiplicity": 1, "total_charge": 2, "lumo_ev": [-5.6, -6.4], "orbital_gap_ev": [6.25, 4.61], "molar_mass_g_mol": 635.7, "largest_force_ev_per_a": 3.2, "homo_ev": [-11.84, -11.05], "species": ["Br", "S", "P", "P", "N", "N", "N", "C", "C", "C", "C", "C", "C", "C", "C", "C", "C", "C", "C", "C", "C", "C", "C", "C", "C", "C", "C", "C", "C", "C", "C", "C", "C", "C", "C", "C", "C", "Be", "H", "H", "H", "H", "H", "H", "H", "H", "H", "H", "H", "H", "H", "H", "H", "H", "H", "H", "H", "H", "H", "H", "H", "H", "H", "H", "H", "H", "H", "H", "H", "H", "H", "H", "H", "H", "H", "H", "H", "H", "H", "H", "H", "H", "H", "H", "H", "H", "H", "H"], "xyz": [[-0.235238, 2.189600, 0.307747], [-2.279878, -0.601459, 0.528439], [-2.196191, -0.574840, -1.654148], [2.732356, 1.461103, -0.307824], [-4.838883, 0.179547, 0.964363], [-3.242585, 1.819040, 1.423718], [4.677405, -7.052512, 3.859163], [2.931055, -2.332195, 2.836046], [4.158917, 3.993552, -0.094562], [-5.829187, 0.876177, 1.789404], [4.411005, -5.000229, 2.675601], [-0.768654, -0.880165, -2.750357], [2.683439, 2.504082, -2.986232], [2.505292, -3.538879, 2.997457], [2.181085, 1.419155, -2.035655], [-2.647842, 1.555901, -3.562119], [2.218023, 0.111074, 2.858437], [2.024319, -1.321524, 0.874170], [3.124798, -4.813604, 3.216363], [1.745860, 1.174777, 2.174059], [2.589527, -5.865866, 3.975873], [-3.807726, -1.951877, -3.515443], [-2.770486, 1.098857, -2.100330], [-3.726253, 3.055814, 0.688064], [5.610786, 1.077028, -0.544037], [2.457639, -1.152367, 2.228793], [-7.245786, 0.433524, 1.475572], [3.439103, -6.937134, 4.317411], [-3.376228, -1.888445, -2.049102], [2.844285, 3.252877, 0.087230], [4.261696, 0.524290, -0.098498], [-3.563961, 0.571874, 0.974311], [1.284304, 1.081671, 0.748943], [1.405970, -0.273055, 0.175115], [-3.872218, 4.241402, 1.622216], [-0.050071, -2.240306, -2.815621], [5.158289, -6.119760, 3.045943], [1.270222, -2.558987, 2.330368], [-5.614647, 0.704504, 2.858447], [-4.400400, 3.962712, 2.542729], [2.435460, 0.424963, -2.435492], [6.393908, 0.518545, -0.020786], [2.225828, 2.347575, -3.975770], [-2.977613, 3.284621, -0.084733], [-5.704465, 1.947167, 1.591865], [2.392193, 3.514927, -2.670983], [5.740648, 2.130591, -0.292740], [-3.066746, 2.569769, -3.635378], [6.161561, -6.244067, 2.652959], [-0.026690, -0.078633, -2.594500], [-7.479788, 0.538630, 0.408422], [4.922865, 3.642605, 0.609277], [-2.980194, -2.179621, -4.200476], [-2.889034, 4.657268, 1.872393], [-4.246537, -1.769862, -1.384301], [-2.882980, -2.831440, -1.761928], [5.778471, 0.935063, -1.617808], [2.381937, 0.159283, 3.937956], [-4.446325, 5.020337, 1.103586], [1.541798, -5.872610, 4.276542], [3.773567, 2.483091, -3.121131], [-2.170218, 1.770913, -1.462245], [2.526725, 3.376843, 1.131846], [0.135035, -2.498442, -3.870776], [-3.813648, 1.192024, -1.757287], [0.891010, -0.488472, -0.760476], [2.419452, -2.177010, 0.279823], [-0.622966, -3.059013, -2.359866], [-2.242841, 1.905439, 1.637519], [1.085103, 1.491060, -1.992195], [-3.217882, 0.914249, -4.247705], [-7.443715, -0.599017, 1.795378], [4.091704, -0.441220, -0.600648], [0.940083, -2.196131, -2.339038], [-4.298349, -1.031387, -3.855041], [-1.192988, -0.685472, -3.751325], [4.280926, 0.289283, 0.975778], [-5.014298, -0.793017, 0.700350], [1.572845, 2.159867, 2.624062], [2.064641, 3.756467, -0.501956], [4.550826, 3.947311, -1.120726], [-4.539057, -2.761252, -3.626504], [-4.654688, 2.793072, 0.171743], [3.988700, 5.056200, 0.129455], [-7.926434, 1.083957, 2.038603], [3.081795, -7.729237, 4.974319], [4.815415, -4.275886, 1.971268], [-1.604180, 1.615308, -3.903381]], "atomic_forces_ev_per_a": [[0.16, 0.26, 0.09], [-1.12, 1.01, 1.04], [0.10, -0.36, -0.63], [-0.43, 3.04, -0.92], [-0.70, -0.49, -0.56], [0.31, 0.92, -0.60], [0.32, -0.19, 0.35], [-0.03, 1.22, 0.14], [0.33, 0.59, -0.03], [-0.21, 0.17, 0.13], [0.11, -0.20, 0.35], [0.42, 0.34, -0.83], [0.23, 0.34, -0.29], [-0.88, 0.25, -0.29], [-0.17, -0.44, -0.43], [-0.12, 0.06, -0.12], [-0.49, 1.43, 0.68], [-0.75, -0.01, -1.53], [0.97, -1.44, 0.10], [-0.64, -0.13, 0.82], [0.27, 0.09, -0.04], [-0.31, -0.23, -0.26], [-0.08, 0.22, 0.12], [0.45, -0.79, 0.31], [0.29, 0.41, -0.16], [0.44, -1.99, 0.12], [-0.21, 0.09, 0.04], [-0.60, 0.52, -0.49], [-0.21, -0.02, -0.35], [0.55, 0.43, 0.10], [-0.19, -0.91, 0.70], [2.05, -1.22, 0.68], [2.36, -0.82, -0.41], [-1.20, -2.14, 0.17], [-0.20, 0.09, -0.13], [0.05, -0.19, 0.05], [-0.75, 0.54, -0.43], [0.26, -0.21, 0.09], [0.08, 0.08, -0.33], [0.14, 0.10, -0.24], [-0.11, 0.24, 0.10], [-0.17, 0.06, -0.12], [0.21, -0.02, 0.34], [-0.22, 0.03, -0.01], [-0.28, -0.36, 0.23], [0.12, -0.30, 0.00], [0.09, -0.34, -0.15], [0.11, -0.30, -0.02], [-0.04, -0.16, 0.09], [-0.46, -0.19, -0.05], [0.06, -0.04, 0.24], [-0.18, 0.14, -0.22], [-0.14, 0.10, 0.24], [-0.24, -0.10, 0.09], [0.31, 0.00, -0.21], [-0.14, 0.28, 0.06], [-0.13, 0.14, 0.21], [0.23, 0.29, -0.38], [0.18, -0.08, 0.23], [0.36, 0.18, 0.21], [-0.30, 0.00, 0.06], [-0.30, -0.31, -0.21], [0.11, -0.18, -0.23], [-0.13, 0.03, 0.45], [0.29, -0.11, -0.07], [0.38, 0.08, 0.21], [-0.53, 0.60, 0.56], [0.20, 0.19, -0.13], [-0.82, -0.16, -0.01], [0.27, -0.06, 0.05], [0.25, 0.20, 0.16], [0.12, 0.24, -0.15], [-0.12, 0.32, 0.17], [-0.37, -0.07, 0.04], [0.14, -0.18, 0.14], [0.08, 0.09, 0.28], [0.11, 0.07, -0.14], [0.04, 0.58, 0.31], [0.15, -0.63, 0.17], [0.13, -0.38, 0.05], [-0.08, -0.09, 0.33], [0.15, 0.17, -0.05], [0.15, 0.11, 0.13], [0.09, -0.26, -0.07], [0.06, -0.22, -0.17], [0.05, 0.12, -0.19], [0.05, -0.02, 0.32], [-0.32, -0.11, 0.12]]}